Entry 1:
C11H20O2 | ωB97M-V/def2-TZVPD

ORCA input file:
```
! wB97M-V def2-TZVPD RIJCOSX def2/J DEFGRID3
* xyz 0 1
C 4.16 1.55 3.25
C 3.86 0.39 2.32
C 2.58 0.60 1.53
C 2.28 -0.57 0.60
C 1.05 -0.35 -0.29
C -0.26 -0.38 0.48
C -1.49 -0.12 -0.40
C -1.77 -1.25 -1.38
C -3.00 -1.08 -2.20
C -3.84 -0.05 -2.20
C -5.02 -0.04 -3.07
O -5.34 -0.91 -3.84
O -5.74 1.09 -2.93
H 5.08 1.38 3.81
H 4.27 2.48 2.68
H 3.35 1.69 3.97
H 3.77 -0.53 2.91
H 4.70 0.25 1.63
H 2.67 1.52 0.94
H 1.75 0.74 2.23
H 3.15 -0.73 -0.05
H 2.14 -1.48 1.19
H 1.15 0.62 -0.80
H 1.04 -1.13 -1.06
H -0.23 0.37 1.27
H -0.37 -1.36 0.96
H -2.36 0.01 0.25
H -1.34 0.82 -0.94
H -0.93 -1.35 -2.08
H -1.85 -2.19 -0.84
H -3.23 -1.91 -2.86
H -3.71 0.83 -1.58
H -6.51 1.07 -3.51
*
```

Results
* frontier orbital gap: 0.4016 Eh
* HOMO energy: -10.0 eV
* energy relative to the best compared isomer or geometry (same formula, charge and spin): 0.0 kJ/mol
* SMILES string: CCCCCCCC/C=C/C(=O)O
* total energy: -15826.8716 eV

Per-atom Löwdin charges, elementary charge units: -0.12, -0.28, -0.24, -0.22, -0.22, -0.22, -0.22, -0.20, -0.06, -0.02, -0.55, 0.09, 0.10, 0.07, 0.07, 0.07, 0.11, 0.11, 0.12, 0.11, 0.11, 0.11, 0.12, 0.10, 0.10, 0.12, 0.12, 0.12, 0.12, 0.13, 0.12, 0.11, 0.13

***

Entry 2:
C31H52Br18N2 | ωB97M-V/def2-TZVPD

ORCA input file:
```
! wB97M-V def2-TZVPD RIJCOSX def2/J DEFGRID3
* xyz 0 1
C -0.81 3.90 2.92
C -1.70 3.07 1.88
C -0.88 1.81 1.33
C -1.12 0.50 2.17
C 0.05 0.22 3.23
C 1.33 -0.04 2.38
C 1.50 -1.38 1.75
N 2.55 -1.76 0.99
C 3.43 -0.71 0.83
C 4.62 -0.96 -0.02
C 5.68 0.13 -0.29
C 5.47 1.47 0.32
C 4.31 1.68 1.15
C 3.27 0.63 1.41
N 2.21 0.98 2.23
H -0.94 3.46 3.95
H 0.27 3.95 2.62
H -1.19 4.96 2.91
H -2.65 2.67 2.34
H -1.89 3.75 0.99
H 0.19 2.14 1.30
H -1.16 1.64 0.25
H -2.14 0.48 2.64
H -1.09 -0.38 1.47
H -0.23 -0.70 3.82
H 0.14 1.11 3.91
H 0.70 -2.14 1.93
H 4.82 -1.95 -0.50
H 6.58 -0.06 -0.92
H 6.16 2.34 0.17
H 4.14 2.68 1.61
Br -2.33 3.56 -1.17
C -0.93 4.45 -2.18
C 0.00 3.46 -2.83
Br 1.23 2.69 -1.52
H -0.42 5.13 -1.49
H -1.45 5.04 -2.94
H 0.64 3.94 -3.56
H -0.52 2.62 -3.29
Br 8.02 3.81 0.49
C 9.01 2.22 1.04
C 10.12 1.90 0.07
Br 9.43 1.08 -1.56
H 8.28 1.41 1.13
H 9.41 2.46 2.02
H 10.80 1.17 0.49
H 10.69 2.78 -0.23
Br -5.27 -0.49 3.58
C -5.47 1.33 4.23
C -6.03 2.23 3.17
Br -4.66 2.68 1.86
H -4.49 1.65 4.59
H -6.15 1.26 5.08
H -6.35 3.18 3.59
H -6.87 1.79 2.62
Br 4.36 0.08 -2.13
C 4.05 0.22 -4.08
C 4.61 1.50 -4.64
Br 3.48 3.03 -4.22
H 2.97 0.12 -4.24
H 4.55 -0.64 -4.51
H 4.64 1.46 -5.73
H 5.61 1.73 -4.27
Br -3.45 -0.20 -0.86
C -2.52 -0.95 -2.39
C -2.77 -0.14 -3.63
Br -4.54 -0.49 -4.37
H -2.83 -1.99 -2.48
H -1.46 -0.92 -2.12
H -2.07 -0.42 -4.42
H -2.70 0.93 -3.46
Br -3.60 -2.57 6.36
C -4.39 -3.81 5.09
C -3.35 -4.68 4.45
Br -2.35 -3.70 3.08
H -4.95 -3.21 4.38
H -5.09 -4.41 5.68
H -3.81 -5.51 3.92
H -2.62 -5.07 5.16
Br 2.50 -3.07 -5.12
C 2.19 -2.93 -7.04
C 2.76 -1.65 -7.59
Br 1.63 -0.12 -7.16
H 1.12 -3.03 -7.20
H 2.70 -3.79 -7.47
H 2.79 -1.68 -8.68
H 3.76 -1.42 -7.21
Br -2.70 -8.22 5.69
C -1.75 -8.95 4.15
C -2.06 -8.17 2.90
Br -3.82 -8.62 2.19
H -2.02 -10.00 4.08
H -0.70 -8.87 4.40
H -1.36 -8.43 2.10
H -2.04 -7.09 3.04
Br -7.49 0.76 -1.02
C -7.11 2.13 -2.34
C -6.04 3.08 -1.85
Br -6.76 4.34 -0.55
H -8.05 2.63 -2.57
H -6.76 1.59 -3.22
H -5.67 3.70 -2.67
H -5.21 2.58 -1.37
*
```

Results
* frontier orbital gap: 0.2730 Eh
* HOMO energy: -7.5 eV
* total energy: -1296732.6168 eV

Löwdin atomic charge list, values in e, 99 entries: -0.11, -0.37, -0.26, -0.19, -0.12, -0.23, -0.05, 0.11, -0.24, -0.21, -0.34, -0.14, -0.01, -0.20, 0.15, 0.06, 0.07, 0.07, -0.08, -0.03, 0.06, 0.01, 0.09, 0.08, 0.11, 0.11, 0.11, 0.10, 0.05, -0.02, 0.11, 0.78, -0.62, -0.67, 0.64, 0.06, 0.06, 0.03, 0.04, 0.68, -0.66, -0.68, 0.62, 0.05, 0.06, 0.06, 0.05, 0.64, -0.66, -0.63, 0.76, 0.06, 0.06, 0.06, 0.05, 1.03, -0.64, -0.68, 0.61, 0.02, 0.03, 0.04, 0.05, 0.64, -0.67, -0.69, 0.62, 0.05, 0.06, 0.06, 0.03, 0.59, -0.70, -0.72, 0.60, -0.01, 0.06, 0.04, 0.03, 0.63, -0.69, -0.69, 0.62, 0.05, 0.06, 0.06, 0.05, 0.62, -0.68, -0.69, 0.61, 0.05, 0.06, 0.06, 0.03, 0.59, -0.69, -0.71, 0.58

***

Entry 3:
C9H19N3O4 | ωB97M-V/def2-TZVPD

ORCA input file:
```
! wB97M-V def2-TZVPD RIJCOSX def2/J DEFGRID3
* xyz 0 1
N -3.90 4.18 0.66
C -2.62 3.71 0.99
C -2.55 2.14 0.97
C -1.23 1.52 1.49
C -1.53 -0.03 1.36
C -0.41 -0.92 1.79
N 0.28 -0.60 3.11
C 0.61 -0.77 0.70
O 1.59 -0.02 0.82
N 0.54 -1.51 -0.47
C 1.63 -1.41 -1.42
C 2.19 -2.85 -1.70
O 2.58 -3.19 -0.42
C 1.29 -0.52 -2.49
O 1.95 -0.45 -3.49
O 0.27 0.29 -2.21
H -4.09 5.15 0.72
H -4.32 3.88 -0.19
H -1.90 4.20 0.23
H -2.37 3.94 1.99
H -2.72 1.77 -0.05
H -3.45 1.76 1.61
H -0.30 1.76 0.99
H -1.17 1.58 2.59
H -2.40 -0.19 1.98
H -1.94 -0.27 0.37
H -0.88 -1.88 1.85
H 0.61 -1.45 3.48
H 0.97 0.07 3.10
H -0.09 -2.27 -0.64
H 2.57 -1.08 -0.84
H 3.07 -2.82 -2.40
H 1.48 -3.56 -2.24
H 2.85 -4.11 -0.51
H 0.16 0.81 -2.98
*
```

Results
* frontier orbital gap: 0.3389 Eh
* HOMO energy: -8.7 eV
* energy relative to the best compared isomer or geometry (same formula, charge and spin): 153.0 kJ/mol
* SMILES string: NCCCC[C@H](N)C(=O)N[C@@H](CO)C(=O)O
* total energy: -22300.5077 eV

Per-atom Löwdin charges, elementary charge units: -0.03, -0.32, -0.21, -0.17, -0.19, -0.28, 0.09, -0.41, 0.05, 0.11, -0.23, -0.21, -0.04, -0.51, 0.13, 0.15, 0.06, 0.05, 0.13, 0.09, 0.10, 0.14, 0.11, 0.11, 0.11, 0.12, 0.14, 0.05, 0.04, 0.15, 0.19, 0.14, 0.14, 0.10, 0.11

***

Entry 4:
C6H9N | ωB97M-V/def2-TZVPD

ORCA input file:
```
! wB97M-V def2-TZVPD RIJCOSX def2/J DEFGRID3
* xyz 0 1
C 2.98 -0.30 -0.20
C 1.84 -0.46 -0.57
C 0.45 -0.64 -1.01
C -0.55 -0.02 -0.04
C -0.46 1.48 0.10
C -1.04 -0.83 1.10
N -1.87 -0.66 -0.10
H 3.99 -0.16 0.12
H 0.32 -0.20 -2.00
H 0.23 -1.71 -1.11
H 0.53 1.78 0.45
H -1.21 1.85 0.81
H -0.64 1.97 -0.87
H -0.66 -1.83 1.26
H -1.32 -0.30 2.01
H -2.60 0.03 0.07
*
```

Results
* frontier orbital gap: 0.3889 Eh
* HOMO energy: -9.6 eV
* energy relative to the best compared isomer or geometry (same formula, charge and spin): 273.9 kJ/mol
* SMILES string: C#CC[C@]1(C)CN1
* total energy: -7855.3209 eV

Per-atom Löwdin charges, elementary charge units: 0.11, -0.14, -0.15, -0.54, -0.03, -0.12, 0.05, 0.02, 0.13, 0.12, 0.08, 0.08, 0.09, 0.11, 0.11, 0.09

***

Entry 5:
C13H16ClIN2Pt | ωB97M-V/def2-TZVPD

ORCA input file:
```
! wB97M-V def2-TZVPD RIJCOSX def2/J DEFGRID3
* xyz 2 5
C 0.16 1.40 1.43
C 0.18 -1.34 1.51
H 1.19 1.78 1.45
H -0.09 0.99 2.42
H -0.49 2.26 1.22
H 0.32 -2.35 1.12
H 1.02 -1.06 2.15
H -0.75 -1.34 2.09
C 0.09 2.65 -1.62
C 0.18 3.44 -2.76
C 0.09 2.87 -4.05
C -0.07 1.49 -4.14
H 0.19 3.07 -0.60
H 0.31 4.52 -2.65
H 0.15 3.46 -4.97
H -0.15 0.93 -5.07
N -0.09 1.32 -1.74
C -0.17 0.72 -2.97
C -0.31 -0.74 -2.97
N -0.34 -1.33 -1.73
C -0.39 -2.67 -1.59
C -0.57 -2.89 -4.01
C -0.52 -3.47 -2.73
H -0.33 -3.09 -0.57
H -0.61 -4.54 -2.60
C -0.44 -1.51 -4.12
H -0.48 -0.95 -5.05
H -0.69 -3.49 -4.92
Pt -0.16 -0.07 -0.09
I 2.61 -0.16 -0.39
Cl -2.79 0.59 1.62
C -2.19 0.08 -0.03
H -3.14 -0.47 -0.11
H -2.07 0.88 -0.81
*
```

Results
* <S²>: 6.05
* frontier orbital gap (spin up / spin down): 0.1981 / 0.2018 Eh
* HOMO energy (spin up / spin down): -12.7 / -16.8 eV
* energy relative to the best compared isomer or geometry (same formula, charge and spin): 90.7 kJ/mol
* total energy: -40566.9628 eV

Per-atom Löwdin charges, elementary charge units: -0.27, -0.30, 0.00, 0.02, 0.02, 0.00, 0.02, 0.01, -0.06, 0.02, 0.01, 0.04, 0.12, 0.13, 0.14, 0.12, -0.12, -0.22, -0.20, -0.12, -0.04, 0.01, 0.02, 0.12, 0.13, 0.05, 0.12, 0.14, 0.99, 0.84, 0.69, -0.53, 0.03, 0.06

***

Entry 6:
C9H24KNO6 | ωB97M-V/def2-TZVPD

ORCA input file:
```
! wB97M-V def2-TZVPD RIJCOSX def2/J DEFGRID3
* xyz 0 1
K -0.64 0.55 -0.17
N -2.53 0.85 -3.20
O -3.68 0.55 -3.52
O -1.55 0.53 -3.89
O -2.33 1.61 -2.20
C 1.50 0.05 -3.27
C 1.91 1.41 -2.71
C 1.04 2.54 -3.26
O 1.80 1.34 -1.27
H 1.26 0.12 -4.33
H 0.61 -0.36 -2.79
H 2.28 -0.70 -3.12
H 2.96 1.55 -2.97
H 0.05 2.48 -2.80
H 0.89 2.43 -4.33
H 1.49 3.53 -3.09
H 2.34 2.04 -0.89
C -0.50 0.80 5.15
C -0.56 1.79 4.01
C 0.68 2.64 3.95
O -0.63 1.06 2.74
H -1.38 0.16 5.17
H -0.46 1.30 6.11
H 0.37 0.16 5.01
H -1.46 2.41 4.06
H 0.66 3.42 3.19
H 1.59 2.05 3.87
H 0.78 3.19 4.90
H -1.21 0.30 2.87
C -1.04 -4.45 -0.35
C -0.62 -3.05 0.06
C 0.82 -2.74 -0.28
O -1.44 -2.07 -0.59
H -2.12 -4.57 -0.22
H -0.48 -5.18 0.22
H -0.85 -4.61 -1.41
H -0.79 -2.96 1.14
H 1.42 -2.45 0.58
H 0.89 -1.88 -0.95
H 1.28 -3.57 -0.82
H -2.37 -2.31 -0.58
*
```

Results
* frontier orbital gap: 0.2666 Eh
* HOMO energy: -7.6 eV
* total energy: -39819.9042 eV

Per-atom Löwdin charges, elementary charge units: 0.86, -0.63, -0.02, -0.05, -0.17, -0.06, -0.45, -0.05, -0.14, 0.09, 0.05, 0.08, 0.13, 0.06, 0.08, 0.08, 0.09, -0.06, -0.46, -0.06, -0.13, 0.08, 0.09, 0.09, 0.14, 0.08, 0.09, 0.09, 0.07, -0.05, -0.49, -0.03, -0.12, 0.08, 0.09, 0.09, 0.13, 0.08, 0.06, 0.09, 0.10

***

- Look up the total energy of the fourth one.
  -7855.3209 eV

***

- Which value of total energy does entry 4 give?
  -7855.3209 eV

***

- Among the records above, which one has the highest total energy?
  C6H9N

***

- What is the formula in the second record?
  C31H52Br18N2